[1]
58
Properties=species:S:1:pos:R:3:forces:R:3:nbo_charge:R:1 method="wB97M-V/def2-TZVPD" max_force_ev_per_a=13.24 total_charge=-2 e_homo_ev=2.401 homo_lumo_gap_ev=1.6
N 0.4103 1.7827 -0.0539 1.1 -8.1 4.2 -0.94
H 0.1880 2.3864 -0.6575 -3.5 5.7 -7.8 0.43
H 0.8928 1.0219 -0.7005 0.4 2.6 1.9 0.49
H -0.4405 1.2732 0.3512 1.5 1.8 -0.2 0.42
H 0.9302 2.5991 0.3739 1.9 -1.2 0.8 0.50
P 2.8652 3.1006 -1.6219 3.8 6.0 2.0 2.54
O 1.7983 2.6884 -2.4189 -10.7 -2.2 -7.4 -1.25
O 2.3026 4.0132 -0.5154 -1.0 1.7 2.5 -1.34
O 3.9904 3.5851 -2.4497 2.8 2.7 -1.3 -1.25
O 3.2242 1.8405 -1.0793 3.3 -9.1 5.8 -1.26
O -1.2760 -1.1058 -0.4988 -1.8 -2.7 2.6 -0.59
C -1.9168 -1.7927 0.3226 0.2 1.8 -0.9 0.80
O -1.5962 -3.0511 0.7827 -2.3 2.0 0.3 -0.54
C -0.4272 -3.6687 0.3678 -0.1 -2.4 0.3 -0.10
C -0.6366 -5.2360 0.5505 0.8 0.6 -0.1 -0.67
C -3.1957 -1.2429 1.0744 6.7 4.7 0.6 -0.70
H 0.3442 -3.3050 1.0713 0.3 -0.1 -1.3 0.20
H -0.4260 -3.5652 -0.7166 1.4 0.7 0.1 0.20
H -1.6603 -5.4179 0.0354 1.9 -0.3 0.9 0.21
H -0.6356 -5.5366 1.6808 -0.1 0.4 -2.2 0.20
H 0.3021 -5.7068 -0.0235 -2.3 0.6 1.3 0.21
H -2.7495 -0.8932 2.1549 -1.2 -0.8 -2.6 0.24
H -3.9405 -1.8424 1.2052 -4.2 -4.2 0.8 0.19
H -3.5629 -0.3456 0.5493 0.6 -0.2 0.3 0.25
O 2.8831 -1.8778 -3.4373 0.0 -2.7 2.9 -0.60
C 2.6603 -2.3446 -2.2963 -1.9 4.9 -2.3 0.79
O 3.0156 -3.4638 -1.7470 2.4 -3.2 -1.0 -0.50
C 3.7595 -4.4049 -2.6418 0.3 0.0 5.2 -0.05
C 4.1630 -5.6611 -1.8889 -0.7 0.6 0.4 -0.66
C 1.7967 -1.5275 -1.3218 -2.9 -2.1 0.6 -0.73
H 4.6222 -4.1162 -3.0469 3.2 2.8 -1.5 0.18
H 3.1687 -4.6667 -3.3829 -3.1 -1.0 -3.5 0.17
H 4.9958 -6.2489 -2.2629 -0.4 0.0 -0.6 0.21
H 3.2344 -6.1169 -1.7924 -1.5 -2.3 -0.5 0.20
H 4.3011 -5.5869 -0.8482 1.0 1.2 1.4 0.22
H 2.2818 -0.6264 -1.1158 1.0 1.9 0.0 0.30
H 1.6197 -2.0288 -0.2607 0.4 0.7 -2.4 0.18
H 0.7295 -1.2890 -1.8093 2.6 -0.6 1.0 0.25
C -4.0591 4.2159 0.1861 0.0 0.6 1.5 -0.73
C -3.8675 2.7994 -0.2023 3.4 -3.5 2.2 0.52
O -2.7304 2.1217 0.0857 -5.8 3.5 -1.7 -0.60
C -5.0815 2.0842 -0.7871 1.4 4.6 -1.9 -0.72
H -4.6469 4.8366 -0.5090 0.5 -0.3 -0.1 0.21
H -3.0672 4.5773 0.3997 0.4 0.7 -0.3 0.25
H -4.5830 4.3663 1.1912 0.3 -0.7 -1.1 0.22
H -4.6698 1.2826 -1.2110 1.0 -3.9 -1.4 0.23
H -5.4534 2.7002 -1.6898 0.4 -0.5 1.2 0.19
H -5.9156 1.9505 -0.1988 -1.5 -0.5 1.7 0.22
C -0.2334 4.3790 2.1707 -1.0 -0.7 1.4 -0.75
C 0.3777 3.2578 3.1033 -3.6 -4.8 -0.8 0.59
O -0.2224 2.0910 3.1280 2.3 5.0 0.0 -0.60
C 1.6453 3.3651 3.9065 -0.5 -1.0 -0.1 -0.72
H 0.4098 4.5743 1.2912 -0.3 0.1 0.2 0.32
H -0.5147 5.2331 2.7639 1.7 1.3 0.7 0.21
H -1.3561 4.3133 1.9996 1.4 -1.8 -0.8 0.23
H 1.7706 2.5845 4.6745 -0.2 -0.4 -1.0 0.22
H 1.7020 4.1924 4.5228 -0.3 2.5 0.9 0.21
H 2.4798 3.4533 3.2430 0.6 -0.3 -0.6 0.28

[2]
21
Properties=species:S:1:pos:R:3:forces:R:3:nbo_charge:R:1 method="wB97M-V/def2-TZVPD" max_force_ev_per_a=2.99 smiles="CC(=C=Cc1csc(C)n1)C=O" total_charge=0 de_lowest_kcal_mol=56.54 e_homo_ev=-8.655 homo_lumo_gap_ev=9.0
C 1.1249 1.0514 -0.1717 0.2 1.1 0.9 0.18
C -2.4360 1.5108 0.4047 -1.9 0.6 -1.2 -0.45
C -1.2429 0.8888 0.2265 0.8 2.9 -0.3 0.11
C -2.4277 -0.9300 0.3083 0.5 0.9 -0.8 0.10
C -0.0191 1.6893 -0.0499 0.0 -1.4 0.1 -0.30
C 3.1567 0.6510 1.1253 -0.6 -1.8 0.5 0.42
C 2.2988 0.4656 -0.1076 0.4 0.5 0.1 -0.20
C -2.6807 -2.3779 0.2078 -2.0 1.7 0.1 -0.66
C 2.8174 -0.2601 -1.3015 -0.2 -0.8 -1.0 -0.64
N -1.2394 -0.4387 0.1529 0.3 -1.3 0.7 -0.45
O 4.0985 -0.0702 1.4323 -1.2 1.6 -0.8 -0.52
S -3.6619 0.2913 0.3866 0.3 -0.3 0.6 0.39
H -2.8081 2.5348 0.1194 1.0 -1.1 0.9 0.25
H -0.1850 2.7526 -0.1879 0.4 -0.1 -0.2 0.24
H 2.6839 1.3963 1.8019 0.7 0.0 0.1 0.12
H -2.9104 -2.5277 -0.8507 -0.8 -0.6 0.3 0.24
H -1.7930 -2.8847 0.3847 1.5 -1.0 0.8 0.24
H -3.4710 -2.4954 0.9772 0.2 -1.2 -0.9 0.23
H 2.0500 -1.0478 -1.5877 1.3 0.6 0.3 0.23
H 3.8497 -0.6841 -1.1501 -1.2 0.4 -0.2 0.24
H 2.7955 0.4845 -2.1206 0.4 -0.6 0.1 0.22